w:
C7H8O | wB97M-V/def2-TZVPD

The total charge is 0. The LUMO energy is 1.125 eV. As for the spin multiplicity: 1. The value obtained for the HOMO energy is -7.90 eV.

Geometry (Å):
C  -0.455  1.977  0.007
C  -0.686  0.666  -0.001
C  -1.953  -0.064  -0.004
C  -1.685  -1.366  -0.005
C  0.338  -0.432  -0.009
C  1.626  -0.374  -0.751
C  1.617  -0.413  0.755
H  0.565  2.373  -0.004
H  -1.246  2.727  0.026
H  -2.938  0.388  -0.015
H  -2.372  -2.212  0.020
H  1.860  0.559  -1.259
H  1.926  -1.290  -1.249
H  1.925  -1.356  1.209
H  1.845  0.496  1.290
O  -0.368  -1.677  -0.011


x:
C7H8O | wB97M-V/def2-TZVPD

The total charge is 0. The LUMO energy is 0.859 eV. As for the spin multiplicity: 1. The value obtained for the HOMO energy is -8.30 eV.

Geometry (Å):
C  1.600  -0.855  -1.860
C  0.204  -0.951  -1.376
C  -0.128  -0.284  -0.271
C  -0.054  -0.564  1.113
C  -0.730  0.461  1.976
C  -1.001  1.638  1.077
C  -0.665  1.061  -0.131
H  2.030  -0.370  -3.011
H  2.226  -0.507  -1.275
H  -0.653  -0.836  -2.151
H  0.509  -1.319  1.568
H  -0.195  0.950  2.915
H  -1.661  -0.095  2.424
H  -1.531  2.390  1.450
H  -1.023  1.443  -1.024
O  1.072  -2.163  -1.424


y:
C7H8O | wB97M-V/def2-TZVPD

The total charge is 0. The LUMO energy is 0.334 eV. As for the spin multiplicity: 1. The value obtained for the HOMO energy is -8.04 eV.

Geometry (Å):
C  -1.474  -0.128  0.301
C  -0.988  0.663  -0.833
C  0.160  1.386  -0.271
C  1.479  0.956  0.251
C  1.775  -0.492  0.210
C  0.724  -1.283  -0.192
C  -0.638  -0.923  -0.726
H  -0.063  -0.580  1.804
H  -2.624  -0.376  0.438
H  -1.221  1.114  -1.694
H  -0.127  2.310  -0.830
H  2.187  1.823  0.492
H  2.719  -0.812  0.542
H  0.651  -2.326  0.083
H  -1.483  -1.536  -1.186
O  -1.078  0.203  1.612


Pick w: it beats the second-best structure by 4.218 eV.